*i*
{
  "formula": "C4H9NO2",
  "method": "wB97M-V/def2-TZVPD",
  "elements": ["N", "C", "C", "C", "C", "O", "O", "H", "H", "H", "H", "H", "H", "H", "H", "H"],
  "coordinates": [[-1.1116, -2.3384, 0.0382], [-0.9548, -0.9020, -0.1040], [0.1139, -0.4118, 0.8495], [1.1582, 0.4384, 0.0120], [0.6567, 1.7211, -0.7009], [-0.3613, 1.8865, -1.2950], [1.3530, 2.7961, -0.0722], [-2.0488, -2.6409, -0.4478], [-1.1462, -2.7537, 0.8769], [-0.6430, -0.7192, -1.1246], [-1.9458, -0.3927, -0.1126], [-0.4720, 0.2311, 1.6108], [0.7449, -1.1458, 1.3240], [1.8722, 0.8810, 0.5928], [1.5914, -0.2438, -0.7597], [1.1932, 3.5942, -0.6876]],
  "lowdin_charge": [-0.0172, -0.3260, -0.1545, -0.0956, -0.4563, 0.1166, 0.0126, 0.1220, -0.0054, 0.0915, 0.1187, 0.1419, 0.1010, 0.0625, 0.1411, 0.1470],
  "smiles": "NCCCC(=O)O",
  "e_lumo_ev": 0.8,
  "charge": 0,
  "e_homo_ev": -9.0
}

***

*ii*
{
  "formula": "C4H9NO2",
  "method": "wB97M-V/def2-TZVPD",
  "elements": ["C", "C", "C", "O", "N", "C", "O", "H", "H", "H", "H", "H", "H", "H", "H", "H"],
  "coordinates": [[-1.1190, 1.5995, -0.4604], [-0.2401, 0.5684, 0.2077], [-1.1138, -1.6988, 0.2974], [-0.3958, -2.2620, 1.2343], [1.0884, 0.5790, -0.3788], [2.0270, -0.3685, -0.2447], [1.9305, -1.4251, 0.3822], [-0.6590, 2.6020, -0.4926], [-2.0678, 1.6983, 0.0748], [-1.3504, 1.3155, -1.4958], [-0.1786, 0.6724, 1.2951], [-2.1451, -1.5500, 0.6493], [-0.6462, -0.8043, -0.3083], [0.5550, -2.1878, 0.9479], [1.3483, 1.3783, -0.9441], [2.9665, -0.1171, -0.7639]],
  "lowdin_charge": [-0.1131, -0.2770, -0.0446, -0.0273, 0.0181, -0.3201, -0.0092, 0.0705, 0.0741, 0.0764, 0.1164, 0.0792, 0.0273, 0.0627, 0.1321, 0.1346],
  "e_lumo_ev": [0.7, 0.7],
  "charge": 0,
  "e_homo_ev": [-7.1, -7.1]
}

***

Most stable one: *i*, least stable one: *ii*.

***

*i*
{
  "formula": "C4H9NO2",
  "method": "wB97M-V/def2-TZVPD",
  "elements": ["C", "C", "C", "O", "H", "H", "H", "H", "H", "H", "H", "H", "N", "C", "O", "H"],
  "coordinates": [[0.9223, 0.6383, -1.8772], [0.0797, 0.2163, -0.6827], [0.6373, 0.7255, 0.6347], [0.0430, -1.2150, -0.5785], [1.9471, 0.2696, -1.7626], [0.9495, 1.7293, -1.9648], [0.5131, 0.2397, -2.8137], [-0.9485, 0.5922, -0.8112], [1.6618, 0.3645, 0.7730], [0.6412, 1.8197, 0.6507], [0.0320, 0.3704, 1.4744], [-0.2477, -1.5734, -1.4282], [-2.0282, -1.4689, 1.3453], [-2.7971, -0.5478, 1.4971], [-3.5989, 0.2794, 1.7314], [-1.2396, -1.5282, 0.6945]],
  "lowdin_charge": [-0.0576, -0.4957, -0.0514, -0.0817, 0.0876, 0.0854, 0.0797, 0.1368, 0.0895, 0.0881, 0.0691, 0.1060, 0.1855, -0.4108, 0.1265, 0.0429],
  "smiles": "CC(C)O.N=C=O",
  "e_lumo_ev": 0.6,
  "charge": 0,
  "e_homo_ev": -10.6
}

***

*ii*
{
  "formula": "C4H9NO2",
  "method": "wB97M-V/def2-TZVPD",
  "elements": ["H", "N", "C", "C", "C", "O", "H", "H", "H", "H", "C", "O", "H", "H", "H", "H"],
  "coordinates": [[-0.6221, -2.5373, 0.5901], [-0.6821, -2.3297, -0.4130], [-0.8585, -1.1061, -0.6315], [-0.9890, -0.0696, 0.5127], [-1.4775, 1.2752, 0.0674], [-0.9967, -0.4607, 1.6590], [-1.0403, -0.7716, -1.6475], [-1.6447, 1.9281, 0.9207], [-0.7189, 1.7182, -0.5767], [-2.3858, 1.1818, -0.5247], [1.9722, 0.2786, 0.3681], [1.4705, 0.4811, -0.9348], [3.0620, 0.1819, 0.3626], [1.6932, 1.1465, 0.9628], [1.4753, -0.6558, 0.7726], [1.7425, -0.2606, -1.4876]],
  "lowdin_charge": [0.0619, 0.1221, -0.2036, -0.4567, -0.0192, 0.0765, 0.1065, 0.0877, 0.0783, 0.0916, -0.1520, -0.1396, 0.0819, 0.0876, 0.0869, 0.0901],
  "smiles": "[H]/N=C\\C(C)=O.CO",
  "e_lumo_ev": 0.3,
  "charge": 0,
  "e_homo_ev": -9.7
}

***

Most stable one: *i*, least stable one: *ii*.

***

*i*
{
  "formula": "C4H9NO2",
  "method": "wB97M-V/def2-TZVPD",
  "elements": ["C", "N", "C", "O", "C", "C", "O", "H", "H", "H", "H", "H", "H", "H", "H", "H"],
  "coordinates": [[0.5662, -0.7009, -1.5943], [0.2728, -0.5861, -0.1537], [-0.2019, -1.6987, 0.4792], [-0.4346, -1.7488, 1.6688], [0.5572, 0.5334, 0.7909], [-0.6436, 1.4629, 0.9504], [-1.0227, 1.9707, -0.3105], [-0.1393, -0.1684, -2.2537], [1.5853, -0.4009, -1.8675], [0.4761, -1.7608, -1.8738], [-0.3408, -2.5610, -0.2015], [0.7717, 0.1083, 1.7805], [1.4373, 1.0860, 0.4535], [-1.4772, 0.9357, 1.4497], [-0.3828, 2.3265, 1.5773], [-1.0238, 1.2021, -0.8953]],
  "lowdin_charge": [-0.0469, -0.1328, -0.3357, 0.0192, -0.1289, -0.2450, -0.0641, 0.0830, 0.0913, 0.0808, 0.1331, 0.1192, 0.1259, 0.1229, 0.1232, 0.0549],
  "smiles": "CN(C=O)CCO",
  "e_lumo_ev": 0.7,
  "charge": 0,
  "e_homo_ev": -9.6
}

***

*ii*
{
  "formula": "C4H9NO2",
  "method": "wB97M-V/def2-TZVPD",
  "elements": ["C", "N", "C", "C", "C", "O", "O", "H", "H", "H", "H", "H", "H", "H", "H", "H"],
  "coordinates": [[-0.9127, 1.3140, -1.5330], [-0.7833, 0.7399, -0.2103], [-1.7719, 1.1212, 0.7705], [-0.3983, -0.6627, -0.1920], [1.0578, -0.7936, 0.2062], [1.9733, -0.6655, -0.5521], [1.2548, -1.2199, 1.4788], [-1.6687, 0.8020, -2.1504], [-1.0785, 2.3829, -1.4807], [0.0104, 1.0773, -2.0735], [-1.8669, 2.2033, 0.8033], [-1.4815, 0.6726, 1.7222], [-2.7819, 0.7040, 0.5836], [-1.0039, -1.2121, 0.5251], [-0.4654, -1.0970, -1.1886], [2.2186, -1.2279, 1.5221]],
  "lowdin_charge": [-0.0897, -0.2799, -0.0973, -0.1111, -0.5039, 0.1094, 0.1023, 0.0843, 0.0820, 0.0857, 0.0813, 0.0838, 0.0855, 0.1218, 0.1284, 0.1174],
  "smiles": "CN(C)CC(=O)O",
  "e_lumo_ev": 0.8,
  "charge": 0,
  "e_homo_ev": -8.4
}

***

*iii*
{
  "formula": "C4H9NO2",
  "method": "wB97M-V/def2-TZVPD",
  "elements": ["C", "N", "C", "O", "C", "C", "O", "H", "H", "H", "H", "H", "H", "H", "H", "H"],
  "coordinates": [[-0.4314, 1.4957, 1.4713], [0.2331, 0.4994, 0.6097], [1.4251, -0.0405, 0.9485], [2.2314, 0.1128, 1.9432], [-0.2402, 0.2917, -0.7136], [-0.1022, -1.1413, -1.0677], [-1.1778, -1.6060, -2.0033], [-0.8714, 2.3230, 0.8201], [0.3775, 1.6889, 2.1814], [-1.2878, 0.9788, 1.9312], [1.8515, -0.3908, -0.0162], [-1.3830, 0.3910, -0.6845], [0.0642, 1.0939, -1.4568], [-0.3620, -1.7795, -0.1770], [0.8371, -1.3686, -1.7392], [-1.1641, -2.5485, -2.0470]],
  "lowdin_charge": [-0.0100, -0.1893, -0.2829, -0.0439, -0.2133, -0.2216, -0.1107, 0.1130, 0.0852, 0.0902, 0.1296, 0.1511, 0.1541, 0.1446, 0.1510, 0.0528],
  "smiles": "CN(C=O)CCO",
  "e_lumo_ev": 0.7,
  "charge": 0,
  "e_homo_ev": -9.6
}

***

*iv*
{
  "formula": "C4H9NO2",
  "method": "wB97M-V/def2-TZVPD",
  "elements": ["C", "C", "N", "O", "C", "C", "O", "H", "H", "H", "H", "H", "H", "H", "H", "H"],
  "coordinates": [[-0.3447, -1.6905, -0.9792], [0.0299, -0.4983, -0.5668], [1.4120, 0.0396, -0.4386], [1.8541, 1.1924, -1.1070], [-0.3955, 0.5893, 0.2955], [-0.1397, 0.5179, 1.7868], [-2.0682, 0.2331, 0.2155], [-1.3757, -1.9752, -0.8533], [0.3411, -2.3269, -1.5189], [2.1497, -0.6611, -0.4108], [1.6394, 1.0997, -2.0490], [-0.3734, 1.5947, -0.1345], [-0.0742, -0.5131, 2.1292], [-1.0012, 0.9726, 2.2716], [0.7663, 1.0675, 2.0324], [-2.4199, 0.3582, -0.6728]],
  "lowdin_charge": [0.0965, -0.2959, -0.0912, -0.0453, -0.2496, -0.0365, -0.1771, 0.0679, 0.0666, 0.1312, 0.1020, 0.1437, 0.0899, 0.0817, 0.0817, 0.0343],
  "smiles": "C=C(NO)[C@H](C)O",
  "e_lumo_ev": 0.7,
  "charge": 0,
  "e_homo_ev": -9.1
}

***

Most stable one: *ii*, least stable one: *iv*.

***

*i*
{
  "formula": "C4H9NO2",
  "method": "wB97M-V/def2-TZVPD",
  "elements": ["C", "N", "C", "C", "C", "O", "O", "H", "H", "H", "H", "H", "H", "H", "H", "H"],
  "coordinates": [[1.1520, 1.0559, 1.1299], [0.3589, 1.2603, -0.1050], [-0.4212, 0.0926, -0.5451], [-1.2360, -0.4815, 0.6566], [0.4923, -0.9221, -1.2515], [1.5660, -1.3276, -0.9411], [-0.1981, -1.3579, -2.3497], [2.0477, 1.6946, 1.0153], [1.5678, 0.0593, 1.2290], [0.6649, 1.4445, 2.0303], [-0.2935, 2.0173, 0.0621], [-1.1352, 0.4775, -1.2566], [-1.5873, 0.3841, 1.2208], [-2.0954, -1.0571, 0.3296], [-0.6109, -1.0417, 1.3488], [-0.2720, -2.2983, -2.5733]],
  "lowdin_charge": [-0.1263, -0.0863, -0.3096, -0.0362, -0.4650, 0.1403, 0.0734, 0.0774, 0.0729, 0.0737, 0.0994, 0.1316, 0.0773, 0.0744, 0.0768, 0.1262],
  "smiles": "CN[C@H](C)C(=O)O",
  "e_lumo_ev": 0.7,
  "charge": 0,
  "e_homo_ev": -8.9
}

***

*ii*
{
  "formula": "C4H9NO2",
  "method": "wB97M-V/def2-TZVPD",
  "elements": ["C", "C", "O", "C", "C", "N", "O", "H", "H", "H", "H", "H", "H", "H", "H", "H"],
  "coordinates": [[0.5531, -1.2248, -2.0418], [-0.2830, -0.2186, -1.1006], [-1.6265, -0.6842, -1.0151], [0.3964, -0.6003, 0.2895], [0.2970, 0.6363, 1.1775], [0.8503, 1.8316, 0.8620], [-0.3297, 0.5461, 2.2881], [-0.1731, -1.7603, -2.7623], [1.2685, -0.7300, -2.5829], [1.0982, -2.0972, -1.4093], [-0.4287, 0.8109, -1.4900], [-1.6073, -1.6686, -0.6597], [-0.1773, -1.4017, 0.7747], [1.4028, -0.8744, 0.1390], [1.5993, 2.0392, 0.0735], [0.9352, 2.4101, 1.7514]],
  "lowdin_charge": [-0.0578, -0.3684, -0.1051, -0.0858, -0.5185, 0.1069, -0.0208, 0.0979, 0.0179, 0.1184, 0.1511, 0.1508, 0.1283, 0.0840, 0.1638, 0.1374],
  "smiles": "C[C@@H](O)CC(N)=O",
  "e_lumo_ev": 0.7,
  "charge": 0,
  "e_homo_ev": -9.3
}

***

Most stable one: *i*, least stable one: *ii*.

***

*i*
{
  "formula": "C3H13N4",
  "method": "wB97M-V/def2-TZVPD",
  "elements": ["C", "N", "C", "N", "H", "H", "H", "H", "H", "H", "H", "H", "H", "N", "C", "N", "H", "H", "H", "H"],
  "coordinates": [[1.0573, -0.9869, 0.9369], [2.1912, -1.6807, 0.3471], [1.2628, 0.4929, 0.6506], [0.1676, 1.3590, 1.1876], [1.0985, -1.1395, 2.0157], [0.0690, -1.3254, 0.6048], [2.1641, -2.6622, 0.6029], [2.1782, -1.6775, -0.6688], [1.3039, 0.7039, -0.4186], [2.1991, 0.8116, 1.0981], [0.3983, 2.3347, 1.0106], [-0.7889, 1.1182, 0.6998], [0.0721, 1.2542, 2.1955], [-1.2259, -0.2718, -2.1002], [-2.1671, 0.3889, -1.4104], [-2.0951, 0.6842, -0.1570], [-1.4634, -0.5557, -3.0391], [-0.4169, -0.6749, -1.6510], [-3.0235, 0.7058, -2.0000], [-2.9814, 1.1213, 0.0957]],
  "lowdin_charge": [-0.2879, 0.0090, -0.1754, 0.1389, 0.1242, 0.1033, 0.0852, 0.0750, 0.1239, 0.1315, 0.1589, 0.0773, 0.1595, 0.1261, -0.3056, 0.0386, 0.1152, 0.0891, 0.1372, 0.0760],
  "e_lumo_ev": -2.8,
  "charge": 1,
  "e_homo_ev": -13.3
}

***

*ii*
{
  "formula": "C3H13N4",
  "method": "wB97M-V/def2-TZVPD",
  "elements": ["C", "C", "C", "N", "N", "N", "N", "H", "H", "H", "H", "H", "H", "H", "H", "H", "H", "H", "H", "H"],
  "coordinates": [[2.0314, 0.0888, -1.0059], [1.9887, -0.9260, 0.2067], [-1.8336, 0.0329, -1.2810], [-1.5249, 0.0079, -0.0283], [-1.7190, 2.2168, 1.6041], [1.0081, -2.8704, 0.0009], [0.7642, -1.6833, 0.0089], [2.8072, -0.3744, -1.6420], [0.9973, 0.0845, -1.4281], [2.2564, 1.1364, -0.5323], [1.8809, -0.4831, 1.1918], [2.9201, -1.5127, 0.2639], [-2.2656, 0.8606, -1.7120], [-1.9324, 0.7768, 0.6594], [0.0560, -3.4171, -0.2023], [-0.8115, 2.1467, 2.1443], [-2.4625, 2.4266, 2.2032], [-1.5377, -0.8163, -1.8364], [-1.7741, 3.0666, 1.0971], [-0.8491, -0.7615, 0.2879]],
  "lowdin_charge": [-0.0695, -0.2702, 0.1234, 0.1339, 0.0369, 0.0931, -0.1637, 0.0791, 0.0376, 0.1068, 0.1011, 0.1145, 0.0859, 0.1035, 0.1188, 0.0993, 0.0291, 0.0964, 0.0403, 0.1036],
  "e_lumo_ev": -4.5,
  "charge": 1,
  "e_homo_ev": -13.2
}

***

Most stable one: *i*, least stable one: *ii*.